A structure of composition C11H26MnO15S3 at a distorted geometry. Source: OMol25; level of theory: ωB97M-V/def2-TZVPD.

Output
E: -3908.9258 Eh
relative energy (zero: lowest compared OMol25 entry of this formula, charge and spin): 58.2 kcal per mole
E_HOMO (alpha / beta): -0.2909 / -0.3074 Eh
orbital gap (alpha / beta): 0.3028 / 0.3193 Eh
spin multiplicity: 6

Structure (XYZ):
```
56
Properties=species:S:1:pos:R:3:forces:R:3:mulliken_spin:R:1
Mn -0.878 -0.265 -0.252 -0.12 0.83 -0.96 4.739
O -1.756 3.686 -0.226 -0.74 2.20 0.26 0.000
C -1.418 2.445 -0.262 -0.19 -5.07 -2.93 -0.011
O -1.664 1.690 -1.236 -1.23 0.98 -2.66 0.036
O -0.870 1.826 0.635 2.10 0.34 5.01 0.031
H -1.773 3.875 0.715 0.17 0.61 0.33 0.002
O -0.182 -3.356 -2.736 -0.20 1.04 0.22 0.001
C -0.443 -2.295 -1.922 -1.18 0.56 0.67 -0.012
O -0.339 -2.356 -0.696 1.83 -3.14 3.75 0.039
O -0.918 -1.222 -2.266 -0.83 1.99 -4.27 0.040
H -0.068 -4.088 -2.125 0.21 -0.27 0.11 0.001
O 0.469 -1.432 4.090 0.49 0.92 -2.15 0.004
S 0.987 -1.094 2.764 -0.09 -0.72 -1.27 0.015
O 0.144 -0.492 1.665 2.38 -1.47 3.91 0.004
O 2.282 -0.078 2.939 -2.28 -0.43 -0.79 0.001
C 3.166 -0.250 4.056 0.22 -0.70 -0.22 0.001
C 4.486 0.383 3.618 -0.51 0.07 0.88 0.000
C 1.819 -2.613 2.009 -0.32 1.75 -0.77 0.002
H 3.210 -1.321 4.252 0.59 -0.15 -0.07 0.000
H 2.757 0.138 4.988 -0.14 0.60 -0.28 0.000
H 4.955 -0.134 2.781 -0.03 -0.07 0.22 0.000
H 5.104 0.423 4.515 0.43 -0.24 -0.20 0.000
H 4.332 1.429 3.350 -0.19 -0.02 -0.15 0.000
H 2.623 -3.035 2.612 -0.55 0.01 0.33 0.000
H 2.264 -2.207 1.101 0.25 0.33 0.12 0.001
H 1.083 -3.285 1.567 -0.33 -0.09 0.84 0.000
O 1.311 -0.001 -0.833 0.63 0.36 -0.17 0.024
S 2.680 0.375 -0.661 1.60 -0.05 0.22 0.011
O 3.582 -0.588 0.008 -1.42 2.11 -1.44 0.002
O 3.189 0.712 -2.194 0.54 0.26 1.81 0.001
C 4.597 1.113 -2.287 1.03 -0.55 -0.65 0.001
C 5.090 0.943 -3.707 -0.67 -0.09 -1.04 0.000
C 2.771 1.997 0.204 -0.01 0.09 0.37 0.001
H 5.215 0.448 -1.683 -0.33 0.07 0.42 0.000
H 4.826 2.152 -2.050 -0.78 0.08 0.67 0.000
H 4.704 1.712 -4.377 -0.39 0.00 0.07 0.000
H 4.774 -0.021 -4.107 0.11 -0.04 0.00 0.000
H 6.167 1.039 -3.842 0.10 -0.18 0.63 0.000
H 2.393 1.837 1.213 -0.21 -0.43 -0.11 0.000
H 2.191 2.817 -0.220 -0.45 -0.66 -0.57 0.000
H 3.756 2.443 0.344 0.43 -0.79 -0.38 0.000
O -2.986 -0.801 -0.056 -2.26 -0.09 0.18 0.038
S -4.299 -1.103 -0.623 -0.89 -1.33 -1.63 0.020
O -4.812 -2.477 -0.528 0.62 2.51 0.52 0.003
O -5.393 0.000 -0.093 1.02 -0.51 0.08 0.002
C -6.830 -0.163 -0.332 -0.56 -0.41 0.99 0.001
C -7.611 1.016 0.289 0.63 -0.11 -0.38 0.000
C -4.274 -0.675 -2.381 0.51 0.29 0.36 0.002
H -7.154 -1.063 0.190 0.24 -0.21 -0.24 0.000
H -7.062 -0.259 -1.393 0.30 -0.01 -0.03 0.000
H -7.163 1.312 1.237 0.25 0.22 -0.23 0.000
H -8.638 0.764 0.554 0.01 -0.44 -0.33 0.000
H -7.659 1.827 -0.438 0.17 0.27 0.37 0.000
H -3.488 0.071 -2.497 0.03 0.07 0.03 0.001
H -5.227 -0.250 -2.694 0.00 -0.19 0.23 0.000
H -4.022 -1.551 -2.978 -0.03 -0.05 0.33 0.000
```
Positions in Å, forces in eV/Å.

A structure of composition C11H27CaClO9PSi at a distorted geometry. Source: OMol25; level of theory: ωB97M-V/def2-TZVPD.

Output
E: -2881.3010 Eh
net charge: -1
E_HOMO: -0.2279 Eh
orbital gap: 0.3227 Eh

Structure (XYZ):
```
51
Properties=species:S:1:pos:R:3:forces:R:3:lowdin_charge:R:1
Ca -0.621 1.458 0.596 0.37 -0.47 -0.65 1.438
O -4.196 1.320 -0.893 0.01 -0.12 0.68 -0.323
Cl -3.442 2.292 -0.159 3.32 -0.63 -1.72 0.692
O -4.189 3.456 0.065 -0.53 1.19 -0.05 -0.293
O -2.918 1.814 1.131 -0.78 -0.65 -0.12 -0.467
O -2.141 2.534 -0.959 -2.39 0.04 1.23 -0.469
C 1.263 4.926 3.599 -1.24 0.12 -0.06 -0.190
Si -0.219 3.711 3.194 0.71 0.82 0.84 0.208
C -1.748 4.674 2.822 -1.81 1.16 -0.79 -0.199
C -0.764 2.823 4.803 0.06 0.33 0.50 -0.191
O 0.239 2.864 1.927 0.10 -0.47 0.30 -0.571
H 1.349 5.320 4.659 0.12 -0.57 -1.28 0.024
H 1.019 5.768 2.909 0.44 -0.27 0.52 0.008
H 2.146 4.412 3.191 -0.03 0.33 0.53 0.004
H -2.259 4.938 3.780 0.34 0.04 -0.64 0.022
H -2.527 4.093 2.222 1.10 0.61 0.72 0.026
H -1.566 5.636 2.254 -0.18 -0.96 0.52 0.038
H -1.724 3.178 5.244 0.77 0.35 -0.30 0.021
H 0.026 2.852 5.593 -0.61 -0.32 -0.54 0.022
H -1.042 1.818 4.544 0.34 -0.94 0.01 -0.005
C -1.886 -0.878 -3.193 0.25 2.11 0.39 -0.035
C -1.293 -2.123 -2.610 0.45 0.29 2.30 -0.603
C -0.937 -3.153 -3.631 1.01 -0.46 -1.25 -0.042
C -2.198 -2.676 -1.489 1.56 -0.36 1.61 -0.023
O 0.017 -1.913 -1.957 -0.23 -0.58 -0.28 -0.179
P 0.508 -0.889 -0.876 0.51 2.46 1.21 0.248
O 0.352 0.543 -1.356 0.15 -0.52 -0.21 -0.407
O -0.058 -0.930 0.545 0.02 -0.92 -0.92 -0.412
O 2.092 -1.193 -0.867 -1.15 1.34 -0.48 -0.136
C 2.937 -2.282 -0.792 0.31 -1.87 0.70 -0.671
C 4.002 -1.943 0.241 0.67 -1.60 0.02 -0.017
C 2.229 -3.572 -0.410 -1.02 -1.09 0.78 -0.059
C 3.543 -2.639 -2.124 -0.01 1.58 -1.86 -0.031
H -2.797 -1.178 -3.650 -0.87 -0.35 -0.76 0.069
H -1.233 -0.410 -3.958 -0.31 -0.26 0.48 0.106
H -2.233 -0.059 -2.471 0.97 -1.26 -0.63 0.105
H -1.738 -3.264 -4.348 -0.28 -0.07 -0.29 0.079
H -0.766 -4.131 -3.177 0.03 0.09 0.11 0.079
H 0.012 -2.897 -4.203 -1.21 -0.02 0.73 0.113
H -3.211 -2.811 -1.771 -0.99 -0.14 -0.54 0.064
H -2.189 -2.034 -0.546 0.13 -0.55 -1.41 0.102
H -1.770 -3.668 -1.170 -0.49 0.82 -0.24 0.097
H 3.602 -1.549 1.144 -0.64 0.60 0.60 0.078
H 4.802 -1.304 -0.119 -0.09 0.18 -0.19 0.081
H 4.432 -2.914 0.550 0.30 0.45 -0.22 0.087
H 1.537 -3.449 0.410 -0.41 0.34 0.33 0.081
H 2.901 -4.355 -0.053 0.46 0.24 -0.13 0.081
H 1.668 -4.072 -1.217 0.10 0.67 0.01 0.086
H 4.537 -2.170 -2.251 -0.56 0.03 -0.32 0.084
H 2.789 -2.276 -2.892 1.16 -0.36 0.59 0.113
H 3.664 -3.698 -2.283 0.07 -0.38 0.18 0.069
```
Positions in Å, forces in eV/Å.

A structure of composition C11H27Mg2N2O10S4 at a distorted geometry. Source: OMol25; level of theory: ωB97M-V/def2-TZVPD.

Output
E: -3289.1788 Eh
net charge: +1
E_HOMO: -0.3820 Eh
orbital gap: 0.0908 Eh

Structure (XYZ):
```
56
Properties=species:S:1:pos:R:3:forces:R:3:lowdin_charge:R:1
Mg 8.415 5.193 16.077 -0.39 0.35 0.12 1.290
Mg 6.275 10.574 18.429 0.09 -0.66 -0.07 0.834
N 5.355 8.816 13.248 2.03 0.08 0.88 -0.658
O 5.878 7.702 13.458 0.03 -1.50 -0.15 0.030
O 5.200 9.226 12.143 -0.86 0.14 -2.06 0.119
O 5.212 9.523 14.226 -0.89 1.01 1.71 0.038
C 6.103 6.560 19.145 -0.50 2.05 -6.71 -0.900
O 5.302 7.433 19.311 -4.27 2.31 4.99 0.101
O 5.976 5.603 18.391 -0.37 -5.82 0.75 0.089
O 7.076 7.185 18.572 5.43 1.79 0.32 0.025
C 2.357 4.190 23.399 -0.09 -0.31 -1.24 -0.084
C 2.201 3.988 24.796 0.00 0.13 0.22 -0.315
N 2.046 3.871 25.916 -0.12 -0.21 1.27 0.141
H 3.342 3.858 23.073 0.07 0.36 -0.01 0.084
H 2.141 5.230 23.153 0.24 -0.08 -0.14 0.088
H 1.645 3.547 22.881 -0.11 0.12 -0.10 0.086
C 14.244 2.603 18.901 0.31 -0.34 0.81 -0.261
S 12.641 1.921 18.387 0.19 0.81 -0.04 0.804
O 11.745 3.128 18.407 -0.24 -0.04 -0.35 -0.613
C 12.107 0.972 19.845 1.33 0.52 -1.49 -0.239
H 14.547 3.395 18.216 -0.32 -0.14 -0.10 0.053
H 15.049 1.871 18.971 -0.17 -0.33 -0.41 0.053
H 14.179 3.002 19.913 -0.38 0.27 -0.04 0.055
H 11.241 0.480 19.401 -0.24 0.04 0.85 0.045
H 11.993 1.729 20.620 -0.40 -0.49 0.15 0.061
H 12.926 0.268 19.990 -0.25 -0.20 0.51 0.053
C 5.734 1.176 12.146 1.48 -0.51 0.63 -0.216
S 7.390 0.715 12.877 -0.98 2.20 2.15 0.870
O 7.778 2.058 13.532 0.63 -0.65 -0.97 -0.665
C 6.859 -0.106 14.429 -1.19 -0.04 -0.92 -0.260
H 5.485 2.107 12.656 -0.11 -0.22 0.08 0.050
H 5.055 0.352 12.364 -0.20 0.23 -0.58 0.049
H 5.992 1.389 11.108 -0.59 -0.30 -0.06 0.045
H 7.754 -0.460 14.942 -0.35 -0.09 -0.04 0.050
H 6.060 -0.823 14.243 0.65 -0.88 -0.17 0.047
H 6.272 0.627 14.981 0.70 0.53 0.12 0.049
C 13.402 9.528 16.235 0.03 -0.13 0.25 -0.248
S 13.018 8.527 14.679 -0.86 1.19 0.54 0.844
O 11.630 7.964 14.811 0.39 -0.13 0.26 -0.625
C 12.774 9.973 13.558 0.39 -0.24 0.70 -0.249
H 12.996 10.537 16.305 -0.06 0.06 -0.73 0.047
H 14.476 9.565 16.414 0.13 0.07 -0.55 0.042
H 13.034 9.074 17.156 -0.36 -0.75 -0.41 0.042
H 11.829 10.439 13.835 0.04 -0.10 0.09 0.055
H 12.741 9.660 12.515 0.13 -0.16 0.20 0.050
H 13.601 10.655 13.756 0.00 0.06 -0.27 0.048
C -0.079 6.370 13.580 -0.16 -0.96 0.11 -0.246
S -1.403 5.330 14.469 1.49 -0.38 -1.05 0.843
O -1.607 4.056 13.676 0.16 1.41 0.68 -0.578
C -0.254 4.832 15.810 0.10 -0.60 -0.46 -0.272
H 0.396 7.089 14.246 -0.69 0.38 0.01 0.040
H -0.489 6.770 12.652 -0.16 0.27 0.35 0.041
H 0.758 5.736 13.287 -0.23 -0.57 0.01 0.045
H 0.666 5.410 15.907 -0.47 0.56 0.26 0.040
H 0.107 3.878 15.428 -0.27 -0.27 0.10 0.045
H -0.819 4.677 16.729 0.25 0.16 -0.01 0.042
```
Positions in Å, forces in eV/Å.

The ion C11H27NPS with charge +1 at a distorted geometry. Source: OMol25; level of theory: ωB97M-V/def2-TZVPD.

Output
E: -1229.1794 Eh
net charge: +1
relative energy (zero: lowest compared OMol25 entry of this formula, charge and spin): 157.6 kcal per mole
E_HOMO: -0.4670 Eh
orbital gap: 0.3600 Eh
structure (SMILES): CCCCCCCC[P@@H](=[NH2+])CSCC

Structure (XYZ):
```
41
Properties=species:S:1:pos:R:3:forces:R:3:lowdin_charge:R:1
C -0.433 1.538 3.453 -0.37 0.19 -0.24 -0.137
C -1.682 2.402 2.752 1.57 0.62 1.58 -0.233
C -1.012 3.549 1.792 -1.10 1.01 -0.17 -0.227
C -1.334 3.395 0.192 1.33 1.23 0.17 -0.209
C -0.104 2.550 -0.484 -0.17 0.26 -1.32 -0.202
C -0.490 1.045 -1.005 0.99 -0.11 0.37 -0.222
C -1.579 0.242 -0.080 0.29 -1.12 -0.62 -0.219
C -2.152 -1.110 -0.879 -0.74 0.33 1.28 -0.311
P -0.754 -2.273 -1.490 -0.09 0.87 -0.64 0.942
N 0.254 -1.589 -2.792 -1.21 -0.53 1.81 -0.139
C 0.295 -2.975 -0.032 0.69 -1.66 -0.25 -0.579
S 1.936 -2.050 0.194 -0.14 -1.00 -0.19 0.724
C 3.281 -3.232 -0.461 -0.13 -1.90 -0.86 -0.484
C 3.791 -2.818 -1.971 0.57 0.48 -0.13 -0.169
H -0.219 0.625 2.749 -0.23 1.48 1.68 0.045
H -0.704 1.228 4.566 0.58 0.34 -2.55 0.085
H 0.553 2.185 3.498 -2.12 -1.26 -0.08 0.078
H -2.189 2.979 3.666 0.76 -1.42 -2.22 0.116
H -2.440 1.685 2.223 1.44 1.56 1.04 0.087
H 0.162 3.652 1.928 -2.55 -0.43 -0.23 0.109
H -1.456 4.594 2.147 0.92 -2.20 -0.80 0.117
H -1.268 4.497 -0.264 -0.21 -2.44 0.95 0.120
H -2.408 3.010 -0.067 2.11 0.52 0.64 0.110
H 0.231 3.160 -1.454 -0.59 -1.46 2.08 0.122
H 0.844 2.503 0.204 -2.04 0.10 -1.12 0.114
H -0.762 1.112 -2.145 0.05 -0.25 2.28 0.113
H 0.519 0.409 -0.955 -2.13 1.33 -0.11 0.075
H -2.535 0.853 0.211 2.05 -1.11 -0.57 0.104
H -1.039 -0.187 0.890 -1.23 1.24 -1.95 0.106
H -2.923 -0.829 -1.721 1.82 -0.65 1.36 0.113
H -2.773 -1.729 -0.069 1.37 1.04 -1.82 0.116
H -1.433 -3.437 -2.072 0.69 1.16 0.42 0.060
H 1.104 -1.103 -2.432 -1.05 -0.51 -0.21 0.016
H -0.292 -0.977 -3.440 0.60 -0.71 0.86 0.072
H 0.577 -4.090 -0.347 -0.72 2.39 0.55 0.079
H -0.305 -3.072 0.976 0.99 0.57 -2.16 0.089
H 2.750 -4.297 -0.508 1.16 2.26 0.12 0.083
H 4.171 -3.372 0.318 -2.11 0.75 -1.65 0.108
H 4.851 -2.315 -1.899 -2.13 -0.94 -0.15 0.089
H 3.072 -2.039 -2.480 1.40 -1.60 1.13 0.049
H 3.895 -3.721 -2.713 -0.29 1.59 1.71 0.091
```
Positions in Å, forces in eV/Å.

A structure of composition C11H28AsO4. Source: OMol25; level of theory: ωB97M-V/def2-TZVPD.

Output
E: -2972.5033 Eh
net charge: -1
E_HOMO: -0.1032 Eh
orbital gap: 0.1916 Eh

Structure (XYZ):
```
44
Properties=species:S:1:pos:R:3:forces:R:3:lowdin_charge:R:1
C 4.501 -1.109 -0.474 -0.46 0.05 -0.32 -0.127
O 3.574 -1.227 -1.521 0.15 -0.23 -0.14 -0.178
C 2.541 -0.263 -1.438 0.50 -0.04 0.56 -0.259
C 1.553 -0.485 -2.518 -0.01 -0.08 -0.37 -0.192
C 0.641 0.696 -2.772 -0.13 -0.11 0.26 -0.203
C -0.552 0.847 -1.837 0.14 0.07 -0.16 -0.222
C -1.224 -0.450 -1.476 -0.12 -0.01 -0.01 -0.374
C -2.645 -0.342 -1.014 -0.02 -0.62 -0.05 -0.437
As -3.468 -2.214 -1.003 0.21 0.31 0.14 0.536
O -4.202 -3.984 -1.081 0.33 -0.37 -0.20 -0.563
H 5.024 -0.158 -0.519 0.18 0.38 0.06 0.080
H 5.213 -1.904 -0.576 0.43 -0.44 -0.12 0.076
H 4.018 -1.211 0.491 -0.19 0.06 0.41 0.081
H 2.976 0.733 -1.510 0.17 0.39 0.01 0.120
H 2.062 -0.360 -0.472 -0.23 0.13 0.57 0.120
H 2.118 -0.692 -3.411 0.29 -0.11 -0.55 0.113
H 0.996 -1.376 -2.289 -0.37 -0.42 -0.03 0.109
H 0.274 0.619 -3.780 -0.27 -0.12 -0.56 0.103
H 1.235 1.595 -2.743 0.34 0.56 -0.08 0.095
H -1.277 1.473 -2.329 -0.37 0.42 -0.29 0.098
H -0.279 1.382 -0.942 0.23 0.26 0.60 0.091
H -1.212 -1.101 -2.342 0.03 -0.36 -0.42 0.077
H -0.655 -0.948 -0.706 0.35 -0.37 0.31 0.091
H -3.207 0.270 -1.706 -0.40 0.19 -0.25 0.045
H -2.694 0.069 -0.022 -0.16 0.28 0.60 0.035
H -4.937 -1.652 -0.909 -0.07 -0.07 -0.03 -0.065
H -3.371 -2.322 0.573 -0.09 -0.01 -0.03 -0.062
H -2.000 -2.881 -1.104 0.00 -0.07 -0.07 -0.053
H -3.502 -2.130 -2.607 -0.03 -0.03 -0.05 -0.057
H -3.445 -4.535 -1.351 -0.45 0.34 0.18 -0.056
O -1.827 -0.262 2.815 0.23 0.17 0.03 0.122
C -1.051 0.613 3.065 -0.14 -0.01 0.14 -0.515
O -0.725 1.509 2.099 -0.07 -0.14 -0.03 -0.010
C 0.024 2.688 2.370 0.00 0.16 0.02 -0.251
C 1.519 2.452 2.359 0.01 -0.10 0.09 -0.063
C -0.400 0.739 4.432 -0.10 0.15 0.00 0.007
H -0.308 3.147 3.304 0.01 0.00 -0.02 0.109
H -0.250 3.371 1.567 -0.01 -0.01 -0.02 0.122
H 1.824 1.758 3.142 0.00 0.03 0.02 0.067
H 2.054 3.392 2.505 -0.02 0.01 -0.01 0.079
H 1.816 2.029 1.404 0.06 -0.05 -0.15 0.072
H 0.459 0.070 4.463 0.04 -0.02 0.00 0.092
H -1.121 0.410 5.174 -0.01 -0.11 -0.03 0.087
H -0.073 1.744 4.690 0.05 -0.07 -0.04 0.061
```
Positions in Å, forces in eV/Å.

A structure of composition C11H28InN2O2S. Source: OMol25; level of theory: ωB97M-V/def2-TZVPD.

Output
E: -1284.1641 Eh
net charge: -1
relative energy (zero: lowest compared OMol25 entry of this formula, charge and spin): 0.0 kcal per mole
E_HOMO: -0.1438 Eh
orbital gap: 0.2488 Eh

Structure (XYZ):
```
45
Properties=species:S:1:pos:R:3:forces:R:3:lowdin_charge:R:1
C 3.472 -1.387 -1.084 -0.24 -0.22 -0.07 -0.077
C 2.561 -1.088 -2.287 0.02 -0.37 -0.03 -0.587
C 3.307 -0.689 -3.559 -0.03 0.23 0.02 -0.099
N 1.316 -1.204 -2.169 0.05 0.71 0.33 -0.034
In 0.099 0.256 -3.155 0.31 -0.09 -0.52 0.592
C 0.828 2.222 -2.438 -0.49 -0.20 0.17 -0.264
C -2.075 0.198 -2.547 0.09 0.21 -0.04 -0.403
S -2.805 -1.311 -2.107 -0.08 -0.22 -0.20 0.540
O -1.861 -2.400 -2.043 -0.07 0.13 0.02 -0.393
O -4.027 -1.523 -2.863 0.06 0.06 0.16 -0.406
H 3.225 -2.384 -0.709 0.09 0.05 0.03 0.064
H 3.223 -0.674 -0.293 0.13 -0.03 -0.04 0.060
H 4.539 -1.335 -1.314 -0.02 0.02 0.05 0.049
H 2.668 -0.847 -4.428 0.06 0.03 0.05 0.039
H 3.582 0.374 -3.530 0.02 -0.08 0.02 0.069
H 4.232 -1.264 -3.667 -0.06 0.02 -0.03 0.058
H 0.281 0.172 -4.924 -0.19 -0.06 0.06 -0.102
H 0.542 2.993 -3.159 0.21 -0.01 0.00 -0.044
H 0.319 2.461 -1.497 0.17 0.01 0.02 -0.045
H 1.906 2.228 -2.268 -0.03 0.07 -0.06 -0.042
H -2.672 0.600 -3.368 0.02 -0.09 0.05 0.018
H -2.190 0.880 -1.697 0.04 -0.15 0.05 0.011
H -3.172 -1.082 -0.815 -0.07 -0.01 0.01 0.042
C -0.142 -1.600 0.979 -0.09 0.13 0.05 -0.083
C 0.188 -0.653 2.123 -0.02 -0.11 -0.04 -0.267
N -0.440 0.651 1.979 0.00 0.00 0.13 -0.192
C 0.089 1.658 2.874 0.09 0.10 -0.02 -0.256
C -0.118 1.470 4.384 0.00 0.07 0.02 -0.092
C -1.879 0.639 1.808 -0.12 0.00 -0.14 -0.246
C -2.730 -0.031 2.895 -0.05 0.05 0.00 -0.081
H 0.091 -1.145 0.016 0.04 -0.11 -0.05 0.048
H 0.453 -2.510 1.064 0.01 0.00 -0.02 0.077
H -1.192 -1.900 0.983 0.01 -0.02 0.01 0.062
H 1.270 -0.487 2.136 0.00 0.04 0.02 0.113
H -0.061 -1.139 3.083 0.02 0.02 0.01 0.097
H -0.323 2.627 2.576 -0.04 -0.02 -0.01 0.109
H 1.165 1.724 2.682 0.00 -0.06 0.00 0.109
H -1.149 1.661 4.683 -0.01 -0.05 -0.01 0.051
H 0.514 2.173 4.932 0.00 0.00 0.00 0.064
H 0.152 0.464 4.706 0.00 -0.01 -0.02 0.063
H -2.096 0.146 0.857 0.05 -0.04 0.01 0.075
H -2.208 1.674 1.673 0.04 0.02 0.05 0.116
H -2.322 -1.000 3.184 0.01 -0.01 -0.02 0.065
H -3.740 -0.202 2.515 0.00 0.00 0.00 0.069
H -2.820 0.583 3.791 0.05 -0.03 0.02 0.050
```
Positions in Å, forces in eV/Å.